89
Properties=species:S:1:pos:R:3:forces:R:3 method="wB97M-V/def2-TZVPD" total_charge=+2 spin_multiplicity=2 max_force_ev_per_a=1.8 de_lowest_kj_mol=72.1 s2=0.76 e_tot_ha=-2710.69805 e_lumo_ev="-7.5 / -7.2"
Re 0.148 0.202 -0.132 -1.74 0.44 0.30
O 2.327 0.745 4.329 -0.17 0.03 -0.15
C 1.702 0.651 3.161 0.08 -0.24 0.08
O 2.168 0.969 2.098 0.00 0.24 0.10
C 0.339 0.054 3.301 -0.13 0.18 -0.27
C -0.152 -0.302 4.541 -0.10 -0.08 0.26
C -1.429 -0.840 4.636 0.03 -0.02 0.13
C -2.175 -0.984 3.483 -0.12 -0.02 0.04
C -1.609 -0.596 2.283 0.34 0.14 0.00
N -0.376 -0.094 2.172 0.25 -0.11 -0.13
C -2.377 -0.739 1.010 0.32 0.13 -0.11
O -3.450 -1.240 0.954 -0.27 -0.13 -0.23
O -1.744 -0.189 -0.063 0.39 -0.07 0.09
H 3.202 1.134 4.191 0.17 0.07 0.00
H 0.466 -0.159 5.417 -0.07 -0.01 -0.07
H -1.829 -1.140 5.597 0.02 0.03 -0.05
H -3.179 -1.387 3.479 0.02 0.00 0.01
N -0.011 -7.151 -0.839 -0.03 0.20 0.24
C -0.009 -6.347 0.250 0.04 -0.13 -0.12
O -0.152 -6.740 1.387 0.00 -0.01 -0.11
C 0.178 -4.857 0.015 -0.05 -0.14 -0.08
C 0.422 -4.086 1.141 0.02 -0.09 0.14
C 0.540 -2.725 1.012 0.14 0.13 -0.32
N 0.405 -2.086 -0.173 -0.01 -0.07 0.05
C 0.207 -2.843 -1.269 0.10 0.08 0.40
C 0.096 -4.219 -1.212 0.01 -0.11 -0.08
H -0.127 -8.139 -0.689 -0.01 -0.08 0.02
H 0.157 -6.828 -1.772 0.04 0.02 -0.02
H 0.507 -4.571 2.107 -0.01 0.04 -0.08
H 0.769 -2.112 1.872 0.00 -0.06 -0.10
H 0.123 -2.337 -2.215 -0.03 0.06 -0.01
H -0.080 -4.753 -2.139 -0.01 0.04 0.08
C 6.245 1.646 1.443 0.09 -0.01 0.00
C 6.011 2.304 0.082 -0.24 -0.03 0.14
C 5.020 3.464 0.191 -0.03 0.02 -0.03
C 5.580 1.296 -0.984 -0.14 -0.15 0.10
N 4.278 0.649 -0.690 1.25 -0.19 0.36
C 3.070 1.077 -0.952 -0.36 0.05 -0.24
N 2.224 0.216 -0.422 -0.03 -0.95 0.60
N 2.973 -0.775 0.191 0.47 0.83 -0.62
N 4.206 -0.520 0.015 -0.68 0.45 -0.24
H 6.484 2.411 2.186 0.00 -0.08 -0.05
H 7.077 0.936 1.417 -0.13 0.07 -0.03
H 5.354 1.111 1.785 0.04 0.07 -0.02
H 6.966 2.689 -0.282 0.01 0.04 -0.04
H 4.123 3.161 0.749 0.12 0.03 -0.09
H 4.715 3.848 -0.792 0.06 -0.06 0.14
H 5.471 4.295 0.737 -0.05 -0.06 0.00
H 6.304 0.491 -1.077 -0.02 -0.11 -0.02
H 5.471 1.787 -1.948 -0.05 -0.03 -0.11
H 2.820 1.960 -1.530 0.09 -0.20 0.18
C -1.368 1.990 -2.872 0.01 0.03 -0.13
P -0.280 0.596 -2.516 0.26 -0.27 0.27
C 1.268 0.916 -3.394 0.00 -0.08 -0.24
C 1.514 2.133 -4.024 0.04 0.06 0.09
C 2.715 2.339 -4.700 -0.02 0.05 0.03
C 3.665 1.330 -4.757 0.05 -0.05 0.00
C 3.423 0.106 -4.135 -0.06 0.01 0.04
C 2.232 -0.097 -3.453 0.00 0.02 -0.18
C -1.094 -0.753 -3.430 -0.06 0.06 -0.16
C -0.611 -1.163 -4.676 -0.06 -0.07 0.07
C -1.306 -2.120 -5.410 0.07 0.05 0.03
C -2.481 -2.664 -4.912 -0.02 -0.05 -0.02
C -2.972 -2.248 -3.680 0.02 0.02 0.04
C -2.288 -1.296 -2.939 0.05 0.00 -0.10
H -1.433 2.080 -3.958 -0.06 0.01 0.01
H -1.019 2.920 -2.429 0.00 -0.04 -0.04
H -2.359 1.751 -2.486 0.00 0.04 0.02
H 0.780 2.931 -3.991 0.07 -0.07 -0.04
H 2.898 3.286 -5.196 -0.02 -0.07 0.05
H 4.589 1.487 -5.303 -0.08 -0.02 0.06
H 4.160 -0.688 -4.189 -0.07 0.05 -0.01
H 2.043 -1.057 -2.979 0.03 0.05 -0.01
H 0.302 -0.744 -5.081 -0.08 -0.01 -0.01
H -0.931 -2.429 -6.379 -0.01 0.02 0.07
H -3.020 -3.407 -5.489 0.04 0.08 0.05
H -3.897 -2.661 -3.296 0.05 0.03 -0.01
H -2.683 -0.982 -1.983 -0.02 0.00 -0.01
F -0.711 6.309 0.481 -0.02 0.09 0.03
C -0.507 4.999 0.374 0.01 0.06 0.01
C 0.784 4.516 0.442 0.14 0.04 0.02
C 0.989 3.151 0.325 -0.19 0.00 0.01
C -0.076 2.257 0.102 0.40 -0.16 -0.13
C -1.377 2.807 0.067 0.05 0.06 0.20
C -1.597 4.163 0.212 -0.14 -0.04 0.00
H 1.604 5.207 0.603 -0.06 -0.06 -0.02
H 1.998 2.785 0.436 -0.03 0.01 0.01
H -2.237 2.162 -0.059 0.02 0.01 -0.05
H -2.597 4.583 0.194 0.09 -0.05 0.00